No. 1
{
  "formula": "C4H10N3O2",
  "method": "ωB97M-V/def2-TZVPD",
  "homo_lumo_gap_ev": [7.38, 7.39],
  "total_charge": 1,
  "e_tot_ev": -12865.639,
  "largest_force_ev_per_a": 4.772,
  "e_above_lowest_ev": 3.582,
  "elements": ["C", "C", "C", "C", "N", "N", "N", "O", "O", "H", "H", "H", "H", "H", "H", "H", "H", "H", "H"],
  "coordinates": [[0.670, 0.484, 0.372], [-1.355, 1.342, -0.608], [-0.248, -1.354, -0.838], [0.787, -1.783, 1.240], [-0.097, 1.486, -0.166], [0.329, -0.805, 0.243], [1.770, 0.847, 1.144], [-1.917, 2.308, -1.273], [-0.626, -0.429, -1.869], [-1.921, 0.568, -0.180], [-0.627, -2.347, -0.777], [1.674, -2.408, 0.928], [0.159, -2.678, 1.471], [1.140, -1.367, 2.142], [0.260, 2.403, -0.490], [2.650, 0.863, 0.648], [1.473, 1.445, 1.933], [-2.877, 2.167, -1.444], [-1.242, -0.744, -2.476]]
}

No. 2
{
  "formula": "C4H10N3O2",
  "method": "ωB97M-V/def2-TZVPD",
  "homo_lumo_gap_ev": [5.00, 4.99],
  "total_charge": 1,
  "e_tot_ev": -12859.708,
  "largest_force_ev_per_a": 8.528,
  "e_above_lowest_ev": 9.513,
  "elements": ["C", "C", "C", "C", "N", "N", "N", "O", "O", "H", "H", "H", "H", "H", "H", "H", "H", "H", "H"],
  "coordinates": [[3.338, -1.899, -0.991], [-1.584, -0.208, 2.232], [2.339, -1.639, 0.040], [-1.467, -0.200, 0.728], [-1.910, 4.126, -2.792], [-1.216, 4.109, -1.853], [-1.871, 1.429, -0.794], [1.240, -1.166, -0.108], [-1.291, 1.175, 0.271], [2.947, -1.819, -1.902], [4.073, -1.232, -0.778], [3.816, -2.784, -0.805], [-1.906, -1.325, 2.490], [-0.794, 0.223, 2.883], [-2.586, 0.382, 2.508], [-2.876, 4.032, -3.051], [2.524, -1.790, 1.098], [-2.311, -0.831, 0.262], [-0.467, -0.584, 0.562]]
}

No. 3
{
  "formula": "C4H10N3S",
  "method": "ωB97M-V/def2-TZVPD",
  "homo_lumo_gap_ev": 8.87,
  "total_charge": 1,
  "e_tot_ev": -19606.976,
  "largest_force_ev_per_a": 4.615,
  "e_above_lowest_ev": 2.375,
  "elements": ["C", "C", "C", "C", "N", "N", "N", "S", "H", "H", "H", "H", "H", "H", "H", "H", "H", "H"],
  "coordinates": [[3.547, -0.338, 0.412], [-1.190, -1.301, -0.019], [-1.540, 0.969, -0.218], [-3.345, -0.750, 0.527], [4.661, -0.596, -0.288], [-1.966, -0.361, 0.167], [-0.538, -2.172, -0.434], [2.032, -0.332, -0.138], [3.849, 0.073, 1.380], [-1.671, 1.175, -1.274], [-2.023, 1.782, 0.296], [-0.509, 1.031, -0.067], [-3.296, -1.723, 0.966], [-3.442, -0.031, 1.322], [-3.877, -0.761, -0.447], [5.639, -0.459, -0.121], [0.195, -2.759, -0.287], [4.457, -1.167, -1.181]]
}

No. 4
{
  "formula": "C4H10N3S",
  "method": "ωB97M-V/def2-TZVPD",
  "homo_lumo_gap_ev": 8.51,
  "total_charge": 1,
  "e_tot_ev": -19609.028,
  "smiles": "C/C(N)=[NH+]/CC(N)=S",
  "largest_force_ev_per_a": 5.800,
  "e_above_lowest_ev": 0.324,
  "elements": ["C", "C", "C", "C", "N", "N", "N", "S", "H", "H", "H", "H", "H", "H", "H", "H", "H", "H"],
  "coordinates": [[-2.700, 0.295, 0.098], [-1.376, 0.738, -0.457], [0.917, -0.428, -0.292], [1.808, -1.028, 0.668], [-2.889, 0.678, 1.428], [1.368, -0.474, -1.553], [-0.200, 0.135, 0.168], [-3.861, -0.597, -0.710], [-1.337, 0.661, -1.578], [-1.337, 1.858, -0.221], [2.909, -1.255, 0.378], [1.261, -2.038, 0.814], [1.810, -0.612, 1.714], [-3.686, 0.393, 1.860], [2.159, -1.045, -1.753], [0.845, -0.202, -2.423], [-0.191, 0.139, 1.202], [-2.286, 1.459, 1.832]]
}

No. 5
{
  "formula": "C4H10N4",
  "method": "ωB97M-V/def2-TZVPD",
  "homo_lumo_gap_ev": 8.94,
  "e_tot_ev": -10267.316,
  "smiles": "CC(N)(N)C(N)=C=N",
  "largest_force_ev_per_a": 4.022,
  "e_above_lowest_ev": 3.535,
  "elements": ["C", "C", "C", "C", "N", "N", "N", "N", "H", "H", "H", "H", "H", "H", "H", "H", "H", "H"],
  "coordinates": [[0.471, 0.823, -1.437], [-0.507, -0.741, 0.345], [0.310, 0.511, 0.392], [-0.578, -1.296, -0.856], [-1.256, -1.096, 1.494], [1.650, 0.301, 0.810], [-0.315, 1.561, 1.066], [-1.003, -1.921, -1.833], [-2.242, -0.906, 1.360], [-1.128, -2.051, 1.807], [2.051, 0.874, 1.543], [2.116, -0.436, 0.298], [-0.954, 2.169, 0.578], [0.040, 1.785, 1.984], [-0.350, -2.524, -2.328], [1.030, 1.750, -1.309], [1.128, 0.142, -1.976], [-0.464, 1.057, -1.938]]
}

No. 6
{
  "formula": "C4H10N4",
  "method": "ωB97M-V/def2-TZVPD",
  "homo_lumo_gap_ev": 8.55,
  "e_tot_ev": -10264.764,
  "largest_force_ev_per_a": 9.751,
  "e_above_lowest_ev": 6.087,
  "elements": ["C", "C", "C", "C", "H", "H", "H", "H", "H", "H", "H", "H", "H", "H", "N", "N", "N", "N"],
  "coordinates": [[0.931, -0.526, 0.595], [0.343, 0.647, 0.288], [-0.963, 1.084, -0.088], [-1.926, 0.051, -0.108], [2.230, -0.107, -1.003], [2.524, -2.061, -0.402], [0.137, -1.142, 1.245], [1.626, -0.287, 1.374], [2.392, 0.902, -0.135], [1.619, 2.444, -0.540], [-1.175, 2.162, -0.147], [-0.585, -1.580, -0.417], [-2.407, -1.954, 0.148], [-3.392, 1.232, 0.050], [1.738, -1.228, -0.585], [1.604, 1.424, -0.078], [-1.478, -1.293, 0.037], [-3.217, 0.231, -0.236]]
}